The following is a DFT calculation (wB97M-V/def2-TZVPD) of a structure of composition C3H7N2OS.

Lowest unoccupied orbital energy in eV: -3.58
Charge: +1
Frontier orbital gap in hartree: 0.358

Each line ends with the natural charge from an NBO analysis.
CARTESIAN COORDINATES (ANGSTROEM)
C  1.573119  -0.550256  0.152313  -0.127
C  0.968592  -1.702112  -0.122802  -0.279
C  -1.009935  0.196166  -0.014999  0.549
N  -1.372098  0.727385  -1.228146  -0.817
N  0.781411  0.618085  0.383095  -0.640
O  -1.703941  0.708758  0.992999  -0.656
S  -0.792561  -1.709019  -0.092530  0.283
H  2.586989  -0.670523  0.271622  0.244
H  1.357571  -2.637844  -0.245988  0.254
H  -0.808784  0.651002  -2.014153  0.422
H  -2.072240  1.474064  -1.126078  0.429
H  0.728068  0.964352  1.328236  0.408
H  1.050458  1.403965  -0.128433  0.419
H  -1.286647  0.525980  1.844870  0.511

Cartesian forces (eV/Å) of the 3 atoms listed first:
C -1.257 -1.520 -0.301
C -2.938 2.949 0.869
C 0.856 -1.343 -1.588

The following is a DFT calculation (wB97M-V/def2-TZVPD) of a structure of composition C14H12Br2DyN2S2.

Lowest unoccupied orbital energy (spin up / spin down) in eV: -6.74 / -4.17
Charge: +1
2S+1: 6
Frontier orbital gap (spin up / spin down) in hartree: 0.127 / 0.239
⟨S²⟩: 9.68

Each line ends with the Mulliken charge.
CARTESIAN COORDINATES (ANGSTROEM)
Dy  -0.319828  0.030222  0.500110  0.308
C  -2.635133  1.720251  4.382829  -1.681
C  -2.023353  0.860149  3.287728  1.066
S  -1.162815  1.859434  2.086984  -0.344
C  -2.150654  -0.473426  3.277139  0.636
C  -2.907988  -1.222155  4.346743  -1.430
S  -1.499426  -1.616216  2.068159  -0.321
H  -2.418736  2.773008  4.212783  0.468
H  -2.233544  1.454027  5.361135  0.351
H  -3.719250  1.606062  4.409985  0.352
H  -3.322153  -0.557625  5.099892  0.348
H  -2.248569  -1.938131  4.841408  0.337
H  -3.725553  -1.790217  3.898646  0.338
Br  2.461811  -4.124192  -4.482718  -0.096
C  1.720042  -3.034242  -3.156790  -0.155
C  0.996998  -3.593973  -2.118297  -0.769
C  0.475100  -2.737438  -1.171318  -0.104
N  0.635848  -1.409773  -1.213801  -0.047
C  1.339159  -0.869288  -2.224704  0.627
C  1.895296  -1.659956  -3.214621  -0.418
C  1.484477  0.617996  -2.218147  0.631
C  2.184015  1.294811  -3.201602  -0.437
C  2.278094  2.676374  -3.131628  -0.137
Br  3.217948  3.613811  -4.448495  -0.098
C  1.676152  3.356417  -2.087587  -0.782
C  0.997661  2.608657  -1.147973  -0.093
N  0.898191  1.275407  -1.201893  -0.014
H  0.845436  -4.661923  -2.049434  0.447
H  -0.099145  -3.124499  -0.337452  0.322
H  2.460655  -1.231537  -4.028122  0.464
H  2.656437  0.772212  -4.019294  0.459
H  1.734111  4.432884  -2.009189  0.447
H  0.508715  3.092868  -0.310476  0.327

Cartesian forces (eV/Å) of the 3 atoms listed first:
Dy 0.886 -0.112 -1.386
C 0.064 -0.147 -0.118
C -0.289 -0.121 0.430

The following is a DFT calculation (wB97M-V/def2-TZVPD) of a structure of composition C6H6Br2NO4.

Lowest unoccupied orbital energy in eV: -5.61
Charge: +1
Frontier orbital gap in hartree: 0.289

Each line ends with the natural charge from an NBO analysis.
CARTESIAN COORDINATES (ANGSTROEM)
C  -2.278305  0.216278  -0.431000  0.563
C  -1.903735  -2.087626  -1.343173  0.932
C  -1.573376  1.320604  0.287525  -0.051
C  -1.490076  -1.187369  -0.442879  -0.686
C  2.228886  0.129842  -0.111049  -0.113
C  1.772954  1.155601  1.025011  -0.111
N  -0.356112  0.990937  0.478058  -0.091
O  -3.332861  0.365369  -1.012838  -0.443
O  -2.266390  -2.863289  -2.038282  -0.209
O  1.478577  -1.116336  -0.070915  -0.749
O  0.542375  1.822252  0.856969  -0.280
Br  -2.325808  2.973203  0.378364  0.221
Br  -1.859431  -2.034465  1.291943  0.228
H  -0.390507  -0.815049  -0.402373  0.443
H  3.350276  -0.254926  0.021312  0.218
H  2.125909  0.534761  -1.151957  0.195
H  2.582752  1.958518  1.302554  0.243
H  1.684380  0.641696  1.918131  0.200
H  2.010489  -1.750003  -0.555410  0.491

Cartesian forces (eV/Å) of the 3 atoms listed first:
C -2.559 0.337 -1.321
C -0.049 -0.300 -0.449
C 1.128 -1.035 -0.608

The following is a DFT calculation (wB97M-V/def2-TZVPD) of a structure of composition C15H24N4O7S.

Lowest unoccupied orbital energy in eV: -1.09
Charge: 0
Frontier orbital gap in hartree: 0.259

Each line ends with the natural charge from an NBO analysis.
CARTESIAN COORDINATES (ANGSTROEM)
O  0.651290  3.348616  -2.498687  -0.615
O  -1.009319  -6.018038  1.780023  -0.620
O  -3.061959  -2.736196  1.114289  -0.628
O  3.113203  6.321628  2.272004  -0.370
O  1.855870  5.667971  3.929246  -0.375
O  2.059007  5.103843  -2.387766  -0.657
O  -1.690865  5.071614  -1.036747  -0.766
S  0.786968  -0.243355  -1.479165  0.211
C  1.088165  4.310804  -1.888793  0.790
C  -0.085035  -5.693151  1.050376  0.671
C  -2.216299  -3.356908  0.490179  0.669
C  1.489495  5.065798  0.406912  -0.134
C  1.110259  5.351676  1.800409  -0.035
C  -0.201120  5.139069  2.193969  -0.004
C  0.596261  4.595816  -0.536699  -0.166
N  -2.632341  -4.029297  -0.593518  -0.611
N  -1.588443  3.415271  -0.864004  -0.785
N  0.103115  -4.448014  0.612395  -0.623
N  2.080074  5.813038  2.721019  0.503
C  2.521491  -0.564311  -1.063404  -0.747
C  0.911469  -6.727729  0.582919  -0.710
C  -1.887630  -4.787291  -1.598622  -0.408
C  0.009438  -1.790054  -0.946511  -0.544
C  -1.279626  4.623420  1.278197  -0.505
C  -0.856689  4.451817  -0.181028  0.391
C  -0.063626  -1.995117  0.573592  -0.411
C  -0.749419  -3.310684  0.987882  -0.133
H  2.220218  4.753980  -3.276180  0.502
H  -2.137496  4.227854  -1.265837  0.469
H  2.526588  5.208741  0.107582  0.254
H  -0.491747  5.351062  3.220061  0.239
H  -3.631746  -3.974017  -0.721215  0.410
H  -1.614920  2.577379  -0.279178  0.320
H  -1.062535  3.186910  -1.726374  0.427
H  0.896514  -4.271380  0.020385  0.392
H  3.130727  0.277345  -1.394238  0.239
H  2.858734  -1.470256  -1.566704  0.210
H  2.629219  -0.679568  0.014730  0.211
H  0.600511  -7.705129  0.950673  0.248
H  0.942038  -6.742331  -0.504517  0.218
H  1.894354  -6.485725  0.982221  0.227
H  -1.649197  -5.779789  -1.212751  0.198
H  -2.505540  -4.904474  -2.490744  0.213
H  -0.972017  -4.267866  -1.879409  0.195
H  0.558005  -2.616686  -1.396500  0.191
H  -1.003937  -1.796876  -1.348326  0.235
H  -2.126127  5.315497  1.312476  0.272
H  -1.623276  3.660184  1.661975  0.245
H  0.943308  -1.974996  0.991347  0.207
H  -0.621471  -1.162393  1.004776  0.239
H  -0.813944  -3.307698  2.077276  0.250

Cartesian forces (eV/Å) of the 3 atoms listed first:
O 0.433 0.678 -0.377
O -0.051 0.474 -0.112
O 0.408 0.390 0.499

The following is a DFT calculation (wB97M-V/def2-TZVPD) of a structure of composition C33H33GeIMnN5O9.

Lowest unoccupied orbital energy (spin up / spin down) in eV: 1.02 / 1.02
Charge: -1
2S+1: 2
Frontier orbital gap (spin up / spin down) in hartree: 0.201 / 0.202
⟨S²⟩: 0.75

Each line ends with the Mulliken charge.
CARTESIAN COORDINATES (ANGSTROEM)
Mn  0.107472  -0.598947  0.195351  0.710
C  1.657545  0.256485  4.474272  -1.348
C  0.790770  1.227187  3.737140  0.504
N  0.651584  2.526489  4.276136  -0.616
C  0.357506  3.465347  3.470491  -0.902
C  0.164628  3.215023  1.972389  1.132
C  -0.308713  4.823331  -0.050632  0.035
O  0.144188  3.824691  -0.872407  -0.296
C  -0.635833  1.941151  1.898791  -0.277
C  -1.617460  1.651014  1.036055  -0.888
N  -1.890264  0.359961  0.641096  -0.091
C  -2.838111  0.147467  -0.311461  0.481
C  -3.472146  1.095181  -1.151735  -0.813
C  -4.314185  0.702823  -2.171264  -0.682
C  -4.609013  -0.636526  -2.417942  -0.853
C  -4.064071  -1.594050  -1.580954  -0.297
C  -3.236483  -1.182599  -0.551992  0.517
I  -2.600468  -2.573756  0.842666  0.370
C  0.163559  0.918316  2.578458  0.232
O  0.316292  -0.255858  1.974219  -0.212
H  2.204558  0.774751  5.260463  0.381
H  2.372529  -0.210824  3.793243  0.285
H  1.074344  -0.547708  4.932390  0.264
H  0.199489  4.470105  3.848358  0.440
H  0.470554  5.594878  -0.049964  0.276
H  -2.053473  5.437024  0.349822  0.429
H  -0.281395  2.965698  -0.673573  -0.339
H  -2.153485  2.478517  0.574058  0.461
H  -3.264253  2.148033  -1.025166  0.357
H  -4.743469  1.465705  -2.808675  0.418
H  -5.252287  -0.924766  -3.236301  0.410
H  -4.286998  -2.643775  -1.718098  0.442
O  4.135621  -0.894758  -0.083125  -0.791
C  3.037631  -0.406515  0.130112  0.339
O  1.951056  -1.126227  0.038473  -0.570
C  2.942899  1.028040  0.590959  0.238
C  4.067310  1.668826  1.080988  -0.719
C  3.938956  2.925271  1.651904  -1.012
C  2.687590  3.504237  1.877111  -0.016
C  1.563106  2.885081  1.390137  0.040
C  1.718528  1.717414  0.581926  -0.250
O  0.717205  1.276196  -0.115508  0.525
N  -0.524809  4.353503  1.357532  0.902
O  -1.518381  5.351734  -0.467428  -0.563
O  -1.581402  4.780108  1.945643  -0.815
N  5.124735  3.618520  2.123296  0.989
O  6.201841  3.055797  2.024562  -0.658
O  4.973602  4.688260  2.694381  -0.666
H  5.028254  1.178992  1.022338  0.624
H  2.621687  4.390801  2.493113  0.583
C  1.271802  -4.425148  2.579764  -1.452
Ge  0.466437  -4.211569  0.810271  1.082
C  1.875295  -4.307474  -0.532887  -1.202
C  -0.824242  -5.669436  0.564081  -1.391
C  -0.435235  -2.437290  0.956804  -1.155
H  1.775893  -5.388776  2.659565  0.428
H  0.516831  -4.359318  3.364278  0.370
H  2.005221  -3.635448  2.742500  0.380
H  2.662331  -4.967821  -0.167359  0.450
H  2.290403  -3.314964  -0.681079  0.332
H  1.515843  -4.697763  -1.483767  0.404
H  -0.291817  -6.620064  0.582395  0.392
H  -1.354090  -5.589736  -0.383739  0.344
H  -1.561019  -5.681054  1.368827  0.380
H  -0.380891  -2.199335  2.019764  1.051
C  -0.361678  1.624353  -2.859326  -0.270
C  -0.698425  0.287007  -3.435531  0.718
C  -1.069582  0.175655  -4.768028  -1.089
C  -1.381338  -1.049651  -5.333582  -0.828
C  -1.322936  -2.196473  -4.561304  -0.930
C  -0.966135  -2.136724  -3.222540  0.822
C  -0.936056  -3.383925  -2.400777  -0.194
C  -0.652093  -0.887984  -2.662013  0.340
N  -0.310318  -0.830463  -1.323614  0.269
H  -0.427435  2.399047  -3.621073  0.370
H  0.635651  1.627252  -2.423636  0.078
H  -1.054336  1.871612  -2.055982  -0.311
H  -1.105799  1.076075  -5.367484  0.423
H  -1.662875  -1.110041  -6.376658  0.401
H  -1.555049  -3.161215  -4.995346  0.462
H  -0.705576  -4.249613  -3.021102  0.605
H  -1.906358  -3.558425  -1.928439  0.039
H  -0.190763  -3.306941  -1.614606  -1.028

Cartesian forces (eV/Å) of the 3 atoms listed first:
Mn -1.046 0.143 -1.783
C -0.019 0.006 0.000
C -0.147 0.145 0.033

The following is a DFT calculation (wB97M-V/def2-TZVPD) of a cluster of 2 separate species, C6H10O3 in total.

Lowest unoccupied orbital energy (spin up / spin down) in eV: 0.53 / 0.63
Charge: 0
Frontier orbital gap (spin up / spin down) in hartree: 0.268 / 0.259

Each line ends with the natural charge from an NBO analysis.
CARTESIAN COORDINATES (ANGSTROEM)
C  -0.220515  2.381873  0.843582  0.020
C  -0.975072  1.520067  0.443406  -0.283
C  0.745789  3.298580  1.314333  -0.698
C  -1.366693  -1.883138  -1.829487  -0.681
C  -1.021680  -2.280116  -0.442913  0.051
C  1.137115  -1.378397  0.041944  0.710
O  1.257148  -0.640326  -1.049392  -0.699
O  1.949198  -0.881349  1.135014  -0.747
O  -0.012899  -1.958953  0.328362  -0.431
H  1.248615  2.800623  2.123821  0.241
H  0.279006  4.107376  1.802790  0.235
H  1.361330  3.619374  0.499583  0.239
H  -2.083836  -2.575789  -2.286574  0.220
H  -1.941265  -0.983299  -1.889395  0.207
H  -0.578153  -1.904627  -2.457624  0.222
H  -1.784910  -2.676517  0.129784  0.151
H  -1.658385  0.689490  0.331902  0.242
H  2.087289  -0.160817  -1.063775  0.509
H  1.577918  -1.094055  2.024639  0.493

Cartesian forces (eV/Å) of the 3 atoms listed first:
C -2.202 -2.387 -1.285
C 0.396 0.467 0.892
C 0.298 -0.139 0.451

The following is a DFT calculation (wB97M-V/def2-TZVPD) of the molecule C4H7N3O.

Lowest unoccupied orbital energy in eV: 0.84
SMILES string: N[C@H]1[C@H]2NC=NO[C@H]12
Charge: 0
Frontier orbital gap in hartree: 0.360

Each line ends with the natural charge from an NBO analysis.
CARTESIAN COORDINATES (ANGSTROEM)
N  -1.064024  0.142080  2.054753  -0.830
C  -0.134487  0.921091  1.182561  -0.017
C  0.570437  0.060823  0.110609  -0.133
N  0.621233  -1.300876  -0.342991  -0.611
C  0.692904  -0.892912  -1.780932  0.134
N  0.209536  0.156977  -2.331531  -0.134
O  -0.303921  1.207121  -1.661159  -0.329
C  -0.557346  0.773087  -0.251273  -0.013
H  -1.421162  -0.649973  1.570233  0.365
H  -1.892642  0.769603  2.443095  0.368
H  0.581769  1.709881  1.773015  0.247
H  1.417482  0.584072  0.068330  0.193
H  1.603906  -1.729763  -0.169166  0.372
H  1.015609  -1.811437  -2.401754  0.203
H  -1.339294  0.060227  -0.263790  0.187

Cartesian forces (eV/Å) of the 3 atoms listed first:
N -0.617 3.870 1.487
C 0.124 -0.849 2.937
C -0.126 -2.018 4.290

Number 1: electronic energy -701.1459 a.u.. Number 2: electronic energy -7479.3901 a.u.. Number 3: electronic energy -5735.5426 a.u.. Number 4: electronic energy -1729.5894 a.u.. Number 5: electronic energy -5753.6340 a.u.. Number 6: electronic energy -460.1081 a.u.. Number 7: electronic energy -395.8915 a.u..